[1]
The following is a quantum chemistry calculation of a molecular structure, C35H35N7NaO4S4, from the OMol25 dataset.

```
86
Properties=species:S:1:pos:R:3:lowdin_charge:R:1
Na 0.61 0.41 -0.25 0.069
C -1.58 -4.34 -0.66 -0.058
O -1.37 -3.68 -1.93 -0.001
C -1.22 -2.36 -1.61 -0.330
N -1.20 -2.03 -0.40 0.182
C -1.25 -3.26 0.39 -0.243
C -2.23 -3.18 1.53 -0.195
C -1.96 -3.82 2.73 -0.037
C -2.87 -3.78 3.78 -0.084
C -4.06 -3.08 3.63 -0.097
C -4.33 -2.43 2.44 -0.085
C -3.43 -2.48 1.39 -0.038
C -1.03 -1.42 -2.74 -0.189
C -1.27 -1.80 -4.05 0.006
C -1.04 -0.85 -5.04 -0.038
C -0.58 0.41 -4.68 0.021
C -0.37 0.68 -3.33 -0.143
N -0.59 -0.22 -2.38 0.197
C 0.15 1.99 -2.89 -0.311
N 0.46 2.27 -1.70 0.163
C 1.02 3.62 -1.70 -0.226
C 0.84 4.09 -3.17 -0.045
O 0.35 2.91 -3.86 -0.005
C 0.33 4.52 -0.70 -0.185
C 0.98 5.67 -0.27 -0.046
C 0.36 6.53 0.62 -0.085
C -0.91 6.24 1.10 -0.097
C -1.55 5.08 0.69 -0.087
C -0.93 4.22 -0.21 -0.034
H -0.93 -5.21 -0.62 0.127
H -2.63 -4.66 -0.61 0.128
H -0.25 -3.42 0.80 0.140
H -1.02 -4.35 2.85 0.115
H -2.64 -4.27 4.71 0.101
H -4.76 -3.03 4.45 0.099
H -5.25 -1.87 2.32 0.102
H -3.63 -1.94 0.47 0.111
H -1.62 -2.79 -4.28 0.116
H -1.21 -1.09 -6.08 0.109
H -0.38 1.17 -5.41 0.118
H 2.07 3.52 -1.43 0.114
H 1.78 4.39 -3.64 0.127
H 0.09 4.87 -3.27 0.126
H 1.99 5.87 -0.61 0.117
H 0.89 7.41 0.97 0.101
H -1.39 6.90 1.82 0.093
H -2.52 4.82 1.09 0.090
H -1.41 3.28 -0.48 0.089
O 5.57 5.78 0.72 -0.131
C 4.89 4.78 0.74 -1.080
S 3.56 4.50 1.86 0.891
C 3.00 2.95 1.22 -1.194
C 3.67 2.46 0.16 -1.233
S 3.44 0.97 -0.71 0.404
S 4.98 3.49 -0.45 0.879
S 1.62 2.29 2.07 0.456
N -2.28 0.94 0.30 0.021
C -2.91 1.52 1.48 -0.287
C -1.93 1.69 2.63 -0.207
C -1.42 0.39 3.24 -0.271
N -0.42 -0.25 2.38 0.000
H -2.95 0.80 -0.45 0.066
H -1.87 0.04 0.53 0.008
H -3.77 0.92 1.84 0.095
H -3.32 2.50 1.20 0.090
H -2.42 2.27 3.41 0.109
H -1.07 2.29 2.29 0.049
H -2.26 -0.31 3.37 0.096
H -1.02 0.60 4.24 0.105
H -0.12 -1.13 2.80 0.063
H 0.42 0.34 2.36 -0.064
N 4.49 -6.05 -1.21 0.162
C 3.98 -5.49 -0.07 -0.499
O 4.10 -6.01 1.02 0.060
C 3.26 -4.18 -0.25 -0.141
C 2.68 -3.79 -1.46 -0.010
C 2.01 -2.57 -1.50 -0.123
N 1.90 -1.76 -0.46 0.046
C 2.50 -2.12 0.68 -0.125
C 3.16 -3.33 0.84 0.017
H 5.08 -6.85 -1.07 0.106
H 4.64 -5.49 -2.03 0.093
H 2.71 -4.41 -2.34 0.106
H 1.55 -2.24 -2.43 0.110
H 2.45 -1.39 1.48 0.110
H 3.61 -3.60 1.78 0.121
```

For the gap between HOMO and LUMO, the calculation gives 4.11 eV. Its charge is -1. As for the LUMO energy: 1.6 eV. The value obtained for the energy above the lowest of the compared OMol25 structures with the same formula, charge and spin is 64.3 kJ/mol. As for the spin multiplicity: 1.

[2]
The following is a quantum chemistry calculation of 2 unconnected molecules or ions with the total composition C2H3N2O2, from the OMol25 dataset.

```
9
Properties=species:S:1:pos:R:3:nbo_charge:R:1
C -0.20 -0.66 -0.12 -0.305
C 1.13 -0.58 -0.03 -0.317
N -2.27 0.68 -0.51 -0.051
N 1.69 0.65 0.24 0.079
O 2.93 0.57 0.35 -0.460
O -2.88 0.56 0.56 -0.430
H -0.71 -1.59 -0.04 0.123
H 1.97 -1.32 -0.05 0.129
H -1.66 1.69 -0.41 0.231
```

For the gap between HOMO and LUMO, the calculation gives 7.44 eV. Its charge is -1. As for the LUMO energy: 4.4 eV. The value obtained for the energy above the lowest of the compared OMol25 structures with the same formula, charge and spin is 631.8 kJ/mol. As for the spin multiplicity: 1.

no.,HOMO (eV)
1,-2.5
2,-3.1